No. 1
{"formula": "H27O13", "method": "ωB97M-V/def2-TZVPD", "symbols": ["O", "H", "H", "O", "H", "H", "O", "H", "O", "H", "H", "O", "H", "H", "O", "H", "H", "O", "H", "H", "O", "H", "H", "O", "H", "H", "O", "H", "H", "O", "H", "H", "O", "H", "H", "O", "H", "H", "H", "H"], "coordinates": [[0.683, -1.848, -2.834], [2.936, -0.157, 1.663], [-0.762, 0.603, -0.874], [-4.059, 0.166, -1.583], [-3.733, 0.087, -2.491], [-1.256, 0.079, 1.244], [0.185, -4.151, -0.746], [4.240, -1.048, 0.535], [-0.784, -0.332, 2.034], [2.052, -3.761, -0.275], [-1.126, 0.355, 2.677], [2.940, -3.380, -0.438], [0.784, -2.749, -2.515], [0.718, -0.161, -1.012], [-1.727, 2.022, 3.005], [-2.216, 2.481, 3.705], [-0.898, 2.457, 2.784], [-0.506, 2.547, -2.479], [-0.242, 3.209, -1.838], [0.181, 2.119, -2.990], [3.957, -0.225, 0.125], [4.286, 0.581, 0.538], [2.888, -3.124, -1.367], [1.841, 2.853, 1.354], [1.306, 2.667, 0.580], [2.502, 3.540, 1.407], [-2.401, -1.018, 0.008], [-2.320, -0.505, -0.790], [-3.289, -1.113, 0.356], [2.271, 0.332, 2.194], [2.312, 1.215, 1.753], [-0.221, -1.726, -3.130], [-2.218, 2.372, -0.119], [0.005, -3.501, -0.054], [-2.027, 2.911, 0.656], [-0.031, 0.120, -0.478], [0.192, -0.114, 1.937], [-4.122, 1.094, -1.336], [-2.683, 2.926, -0.753], [-0.611, -4.140, -1.291]], "homo_energy_ha": -0.4945, "de_lowest_kcal_mol": 51.82, "multiplicity": 1, "max_force_ev_per_a": 2.4, "total_charge": 1}

***

No. 2
{"formula": "H27O14", "method": "ωB97M-V/def2-TZVPD", "symbols": ["O", "H", "O", "H", "H", "O", "H", "H", "O", "H", "H", "O", "H", "H", "O", "H", "H", "O", "H", "H", "O", "H", "H", "O", "H", "H", "O", "H", "H", "O", "H", "H", "O", "H", "H", "O", "H", "H", "O", "H", "H"], "coordinates": [[-2.842, 1.871, -1.359], [-1.897, 1.712, -1.332], [2.276, -3.033, -3.438], [-0.050, 2.486, 2.335], [2.122, 1.218, 4.135], [1.075, 1.864, -1.944], [2.238, -0.201, 3.629], [-3.243, 2.086, 0.732], [-3.724, 2.308, 1.539], [0.058, -0.067, -1.318], [-3.478, 1.583, 2.127], [0.425, -0.636, 0.932], [-1.294, -0.695, 0.792], [2.608, -3.828, -3.021], [0.831, -2.588, -0.622], [1.118, -2.369, -1.511], [0.563, -1.734, -0.112], [-0.020, 1.559, 2.544], [-1.672, -3.306, -0.080], [-0.716, 1.015, 2.157], [2.388, 0.337, 4.409], [1.453, 1.456, -1.133], [1.006, -0.644, 1.689], [-1.942, 4.580, -0.193], [-1.696, 4.218, 0.656], [1.627, 1.525, -2.653], [4.094, -2.474, -1.378], [3.812, -2.927, -0.611], [3.352, -2.015, -1.750], [2.262, 0.987, 0.348], [1.394, 0.440, 0.611], [2.067, 1.890, 0.602], [-2.125, -0.867, 1.290], [-2.602, -1.532, 0.774], [-3.376, 1.132, -1.057], [-2.637, -3.247, -0.044], [-1.986, 3.944, -0.899], [-2.906, -3.781, 0.702], [-0.403, -0.354, -2.120], [2.866, -2.293, -3.346], [-1.025, 0.380, -2.081]], "homo_energy_ha": -0.2348, "de_lowest_kcal_mol": 61.66, "multiplicity": 1, "max_force_ev_per_a": 2.1, "total_charge": -1}

***

No. 3
{"formula": "H27O14", "method": "ωB97M-V/def2-TZVPD", "symbols": ["O", "H", "O", "H", "H", "O", "H", "H", "O", "H", "H", "O", "H", "H", "O", "H", "H", "O", "H", "H", "O", "H", "H", "O", "H", "H", "O", "H", "H", "O", "H", "H", "O", "H", "H", "O", "H", "H", "O", "H", "H"], "coordinates": [[-3.105, -1.876, -0.117], [-2.386, -2.478, 0.109], [-0.436, -2.068, 1.318], [-0.738, -1.141, 1.447], [-2.830, 0.313, -4.232], [3.233, 1.096, -3.603], [-2.002, 0.004, -3.063], [0.716, -0.993, 4.392], [0.867, -1.493, 3.576], [1.596, -2.628, -3.404], [0.121, -1.041, 3.105], [2.037, 2.147, 0.539], [0.012, 2.470, 0.784], [1.836, 1.218, 0.747], [-3.920, 0.497, -1.383], [-3.407, -0.293, -1.579], [-3.802, 0.548, -0.427], [-0.968, 0.325, 2.337], [1.404, -0.810, 1.296], [-1.872, 0.008, 2.235], [-2.646, -0.434, -3.648], [3.190, 1.646, -2.828], [2.247, 2.475, 1.423], [-0.750, -0.930, -1.608], [0.045, -0.492, -1.280], [2.926, 0.211, -3.408], [3.838, 0.480, -1.052], [3.231, 1.021, -0.518], [3.739, -0.320, -0.514], [-1.057, 2.142, 4.230], [-1.907, 2.338, 3.813], [-0.899, 1.327, 3.643], [-0.902, 2.679, 1.002], [-1.111, 1.901, 1.580], [-3.747, -2.252, -0.711], [2.315, -0.599, 1.521], [-1.096, -1.325, -0.795], [2.507, -0.828, 2.428], [1.734, -1.682, -3.543], [0.046, -2.574, 1.964], [0.796, -1.467, -3.676]], "homo_energy_ha": -0.2438, "de_lowest_kcal_mol": 45.80, "multiplicity": 1, "max_force_ev_per_a": 3.1, "total_charge": -1}

***

Question: Number 1 is which compound?
Answer: H27O13